No. 1
DFT (wB97M-V/def2-TZVPD) results for a structure of composition C10H18F12N6O12PS4Sr at a distorted geometry.

Each line ends with the natural charge from an NBO analysis.
Cartesian coordinates (Å):
Sr: -1.00633 0.37666 -1.55293  1.84
N: -3.34539 -1.09325 -2.79829  0.72
O: -3.28851 -0.76306 -1.59875  -0.60
O: -4.33533 -1.61419 -3.28334  -0.43
O: -2.35753 -0.72741 -3.51920  -0.63
C: -0.00614 4.58904 -0.00623  0.76
F: -1.19865 5.13546 -0.30837  -0.32
F: 0.60501 4.42661 -1.15543  -0.28
F: 0.59776 5.41923 0.81057  -0.29
S: -0.32919 2.91287 0.80241  2.16
O: 0.79557 2.12120 0.38175  -0.97
O: -0.44377 3.08582 2.21566  -0.88
N: -1.65362 2.14429 -0.04674  -1.28
S: -3.02217 2.70299 0.55919  2.21
O: -3.81951 1.59385 0.99169  -0.93
O: -2.95421 3.82576 1.46633  -0.92
C: -3.95159 3.32984 -0.96870  0.73
F: -3.37007 4.38247 -1.54131  -0.31
F: -4.02252 2.35798 -1.87688  -0.31
F: -5.17050 3.71293 -0.59170  -0.31
C: 0.30596 1.54771 -5.52594  0.77
F: -0.03633 2.57933 -6.28191  -0.30
F: -0.68296 0.65333 -5.49576  -0.30
F: 1.38446 0.93709 -6.00162  -0.30
S: 0.77424 2.13721 -3.77100  2.14
O: 1.99477 2.88200 -3.84191  -0.87
O: -0.31786 2.91305 -3.22739  -0.94
N: 0.86276 0.58523 -2.94840  -1.30
S: 2.38415 0.21105 -2.96267  2.22
O: 3.18959 0.53236 -4.11568  -0.92
O: 2.98512 0.52186 -1.70188  -0.94
C: 2.44560 -1.66884 -3.04634  0.73
F: 1.96301 -2.18949 -1.90890  -0.33
F: 1.87375 -2.23883 -4.08694  -0.30
F: 3.73546 -1.99662 -3.06631  -0.32
O: -0.04773 -1.54641 0.12276  -1.17
P: 0.36374 -1.77592 1.51481  2.45
N: 1.57738 -0.78505 2.14269  -0.81
C: 1.75141 -0.42644 3.51258  -0.41
C: 2.66419 -0.37586 1.23326  -0.41
N: 0.92616 -3.33271 1.71854  -0.82
C: 1.58070 -3.76677 2.95766  -0.40
C: 0.79251 -4.40303 0.75111  -0.39
N: -0.91084 -1.56231 2.61767  -0.80
C: -1.43859 -0.21312 2.79643  -0.43
C: -1.10392 -2.42598 3.75934  -0.41
H: 2.49595 -1.00941 4.07641  0.17
H: 0.87415 -0.43963 4.15904  0.21
H: 2.10473 0.60844 3.59662  0.21
H: 2.71296 0.71279 1.25069  0.22
H: 2.45190 -0.72263 0.22833  0.24
H: 3.59842 -0.80003 1.61176  0.17
H: 1.47302 -3.01249 3.73123  0.21
H: 1.13423 -4.73503 3.18146  0.19
H: 2.67167 -3.83718 2.87449  0.19
H: 0.15906 -5.18054 1.19913  0.17
H: 0.31617 -4.02654 -0.15212  0.24
H: 1.77628 -4.81855 0.51778  0.19
H: -2.28657 -0.16277 3.47335  0.21
H: -0.70375 0.53713 3.10887  0.20
H: -1.75859 0.17175 1.82796  0.22
H: -0.60427 -2.04380 4.65479  0.17
H: -0.98171 -3.48019 3.51907  0.21
H: -2.17368 -2.47330 4.01715  0.20

* lowest unoccupied orbital energy: 2.2390 eV
* electronic energy: -4786.589533 a.u.
* max |F|: 4.59 eV/A
* E_HOMO: -6.9939 eV
* total charge: -1
* M: 889.12 g mol⁻¹
* orbital gap: 9.233 eV



No. 2
DFT (wB97M-V/def2-TZVPD) results for a structure of composition C10H18F3MgNO5S2.

Each line ends with the natural charge from an NBO analysis.
Cartesian coordinates (Å):
Mg: 0.81494 1.05320 -0.28718  1.78
C: -1.85024 0.34714 2.58246  -0.62
C: -0.38161 -0.04294 2.39444  0.26
C: -0.17452 -1.48612 2.86662  -0.62
C: 0.50368 0.89174 3.22273  -0.63
O: -0.04949 0.04163 1.04638  -1.12
H: -2.16484 0.27563 3.62666  0.20
H: -2.48628 -0.30833 1.98320  0.20
H: -2.00651 1.37394 2.24530  0.21
H: -0.38808 -1.60905 3.93097  0.20
H: 0.85975 -1.78645 2.68306  0.20
H: -0.83039 -2.15791 2.30681  0.19
H: 0.24701 0.86057 4.28455  0.20
H: 0.39758 1.91963 2.87143  0.22
H: 1.55285 0.60303 3.11704  0.20
N: 4.04842 -0.07591 0.49630  -0.66
C: 2.97980 -0.10025 0.05676  0.25
H: 4.97044 -0.06128 0.87919  0.46
O: -0.28292 0.23059 -1.74071  -1.10
S: -1.36966 -0.75923 -1.31027  1.27
C: -1.95742 -1.38069 -2.91865  -0.60
C: -1.63877 -2.87283 -2.98920  -0.41
C: -0.32064 -3.04538 -2.24082  -0.42
C: -0.52012 -2.30776 -0.92521  -0.60
H: -1.37057 -0.80859 -3.63790  0.25
H: -3.01044 -1.13488 -3.03737  0.24
H: -1.59076 -3.21061 -4.02433  0.23
H: -2.42137 -3.45172 -2.49269  0.21
H: 0.49708 -2.58819 -2.80211  0.22
H: -0.06809 -4.09258 -2.07479  0.23
H: 0.37030 -2.02364 -0.36852  0.28
H: -1.18105 -2.84826 -0.24348  0.23
F: 0.57483 4.35464 -2.86745  -0.31
C: 0.42672 4.24840 -1.54981  0.70
F: -0.66304 3.50055 -1.30984  -0.32
F: 0.22970 5.45743 -1.04007  -0.30
S: 1.89692 3.42473 -0.79732  2.32
O: 2.91841 4.41299 -0.77012  -0.90
O: 2.05623 2.23878 -1.65065  -1.04
O: 1.38212 2.91799 0.48461  -1.06

* lowest unoccupied orbital energy: 0.3425 eV
* electronic energy: -2118.959196 a.u.
* max |F|: 0.58 eV/A
* energy above the lowest of the compared OMol25 structures with the same formula, charge and spin: 5.9 kJ/mol
* E_HOMO: -8.5968 eV
* M: 377.69 g mol⁻¹
* orbital gap: 8.939 eV



No. 3
DFT (wB97M-V/def2-TZVPD) results for a cluster of 3 separate species, C10H18F3N2O4S in total at a distorted geometry.

Each line ends with the natural charge from an NBO analysis.
Cartesian coordinates (Å):
C: 1.73066 1.38453 -2.55529  -0.61
C: 0.97740 2.59526 -2.70546  -0.16
C: -0.54028 2.60148 -2.35118  -0.79
S: -1.44941 1.32542 -3.28468  1.94
O: -0.91665 -0.07067 -3.15146  -0.94
O: -1.50569 1.66550 -4.76621  -0.96
C: -3.21814 1.36219 -2.59853  0.75
F: -3.20076 1.83147 -1.26858  -0.33
F: -3.82947 0.11857 -2.68977  -0.32
F: -3.91451 2.31167 -3.35355  -0.33
H: 1.78346 0.94500 -1.50658  0.23
H: 2.20499 0.83887 -3.43389  0.19
H: 1.42462 3.57557 -3.06762  0.15
H: -0.97441 3.59160 -2.73385  0.19
C: -0.18231 -2.12940 -1.01734  -0.72
C: 0.42287 -2.69743 0.23779  0.69
O: 1.54608 -2.39484 0.62182  -0.65
N: -0.32246 -3.58138 0.96222  -0.63
C: -1.65718 -4.06479 0.68386  -0.41
H: 0.52382 -1.44428 -1.48432  0.29
H: -0.40200 -2.93384 -1.72317  0.21
H: -1.09207 -1.57560 -0.77972  0.24
H: 0.14798 -3.91934 1.78885  0.39
H: -2.30116 -3.80578 1.52760  0.19
H: -1.61732 -5.15264 0.58787  0.18
H: -2.06664 -3.63645 -0.22779  0.23
C: 1.78308 -0.38295 2.86569  -0.75
C: 1.43367 0.87934 2.12413  0.67
O: 1.26478 0.89585 0.91808  -0.59
N: 1.30575 2.03348 2.84287  -0.63
C: 1.46392 2.22422 4.26738  -0.41
H: 1.84793 -1.21145 2.15537  0.29
H: 2.75152 -0.27301 3.36038  0.21
H: 1.00713 -0.61506 3.59986  0.21
H: 1.07038 2.83429 2.27414  0.40
H: 0.52709 2.61805 4.66933  0.19
H: 2.25723 2.95774 4.43179  0.19
H: 1.71608 1.29884 4.77996  0.21

* lowest unoccupied orbital energy: 2.7428 eV
* electronic energy: -1499.977031 a.u.
* max |F|: 5.49 eV/A
* E_HOMO: -2.4737 eV
* total charge: -1
* M: 319.32 g mol⁻¹
* orbital gap: 5.216 eV



No. 4
DFT (wB97M-V/def2-TZVPD) results for a structure of composition C10H18FeO9 at a distorted geometry.

Each line ends with the natural charge from an NBO analysis.
Cartesian coordinates (Å):
Fe: -0.42350 -0.32211 0.45713  1.56
C: 1.87162 2.57853 2.71585  -0.63
C: 1.23447 2.06732 1.42588  -0.03
O: 0.25603 1.15034 1.68746  -1.00
H: 1.13361 3.15523 3.28485  0.18
H: 2.77027 3.18114 2.53820  0.17
H: 2.12759 1.72363 3.34973  0.19
H: 2.00888 1.63342 0.75930  0.13
H: 0.84035 2.93254 0.84594  0.11
C: -3.46043 -0.17257 2.53638  -0.63
C: -3.60673 -0.14704 1.01501  0.00
O: -2.43997 -0.03963 0.33100  -0.98
H: -2.96117 -1.09523 2.83851  0.20
H: -4.47243 -0.27421 2.97188  0.16
H: -2.99348 0.71683 2.95544  0.20
H: -4.33502 0.64954 0.73752  0.11
H: -4.16208 -1.08252 0.74103  0.09
C: 3.26106 -0.95496 -1.54119  -0.53
C: 2.00002 -0.67700 -1.08997  0.41
C: 1.01534 0.07816 -1.99485  0.39
O: -0.02791 0.54290 -1.43030  -0.77
C: 1.35464 0.28584 -3.31864  -0.49
C: 2.62251 -0.09788 -3.84224  0.41
C: 3.65255 -0.72874 -2.89269  0.43
O: 4.76129 -1.01978 -3.33648  -0.64
O: 2.93692 0.06885 -5.01603  -0.65
O: 1.55641 -1.04337 0.04571  -0.79
H: 3.95749 -1.35966 -0.81641  0.19
H: 0.62447 0.75925 -3.96354  0.19
O: -0.86534 -2.19111 -0.76816  -0.96
H: -0.26608 -2.90670 -0.98923  0.48
H: -1.55092 -2.17122 -1.44479  0.51
O: -0.49383 -1.58013 2.27107  -0.94
H: -0.13349 -2.45256 2.43931  0.48
H: -0.34700 -1.05165 3.06189  0.50
O: -2.68738 -0.34572 -2.38030  -1.02
H: -2.53684 -0.21312 -1.42294  0.51
H: -2.22194 0.40337 -2.76132  0.47

* lowest unoccupied orbital energy (spin up / spin down): 4.7892 / 4.7612 eV
* electronic energy: -2332.781365 a.u.
* expectation value of S²: 6.01
* max |F|: 1.13 eV/A
* energy above the lowest of the compared OMol25 structures with the same formula, charge and spin: 0.0 kJ/mol
* multiplicity: 5
* E_HOMO (spin up / spin down): -1.1163 / -0.5976 eV
* total charge: -2
* M: 338.09 g mol⁻¹
* orbital gap (spin up / spin down): 5.906 / 5.359 eV



No. 5
DFT (wB97M-V/def2-TZVPD) results for a cluster of 2 separate species, C10H18IN2O3S in total at a distorted geometry.

Each line ends with the natural charge from an NBO analysis.
Cartesian coordinates (Å):
C: -3.67763 -0.05747 -0.23948  -0.62
C: -3.83484 1.28150 0.54363  -0.45
C: -3.32621 2.41696 -0.34494  -0.32
I: -4.40491 4.21266 0.29712  0.14
C: -1.82973 2.73791 -0.13554  0.17
C: -1.01118 1.71013 0.38251  -0.10
C: 0.32735 2.01476 0.52371  -0.18
C: 0.66713 3.28782 0.11977  0.08
N: -0.17145 4.19048 -0.32641  -0.22
N: -1.45799 3.94296 -0.46784  -0.14
H: -4.46466 -0.17095 -0.98394  0.23
H: -2.74443 -0.03874 -0.81949  0.19
H: -3.59790 -0.92197 0.41985  0.23
H: -3.33853 1.21811 1.51319  0.21
H: -4.90446 1.37553 0.72106  0.25
H: -3.55684 2.25810 -1.39638  0.26
H: -1.37427 0.72666 0.63372  0.27
H: 1.03580 1.29241 0.90971  0.29
H: 1.71278 3.57788 0.17098  0.25
H: 0.16470 5.10762 -0.60158  0.45
O: 0.63270 -2.18146 -0.33025  -0.95
S: 1.78993 -2.13560 0.51417  2.39
O: 2.54456 -0.92089 0.65270  -0.96
O: 2.76711 -3.31694 0.13216  -0.71
C: 3.17405 -3.45665 -1.24920  -0.08
C: 4.25456 -2.46434 -1.62875  -0.64
C: 1.35984 -2.72267 2.11776  -0.89
H: 2.30764 -3.37318 -1.90666  0.20
H: 3.55610 -4.47047 -1.34572  0.21
H: 3.87099 -1.44408 -1.63050  0.22
H: 4.63574 -2.68529 -2.62541  0.23
H: 5.07844 -2.50104 -0.91626  0.22
H: 0.82762 -3.66423 2.01421  0.26
H: 0.71911 -1.97578 2.58218  0.24
H: 2.26889 -2.84973 2.69993  0.26

* lowest unoccupied orbital energy: -4.9829 eV
* electronic energy: -1422.661511 a.u.
* max |F|: 2.83 eV/A
* energy above the lowest of the compared OMol25 structures with the same formula, charge and spin: 0.0 kJ/mol
* E_HOMO: -12.2549 eV
* total charge: +1
* M: 373.24 g mol⁻¹
* orbital gap: 7.272 eV



No. 6
DFT (wB97M-V/def2-TZVPD) results for a cluster of 2 separate species, C10H18IO4S in total at a distorted geometry.

Each line ends with the natural charge from an NBO analysis.
Cartesian coordinates (Å):
C: -0.92793 -2.90595 1.77693  0.01
C: -1.86665 -2.12179 1.67096  -0.31
S: -3.14328 -0.99545 1.08089  0.66
C: -4.79359 -1.82681 1.05543  -0.64
C: -4.78847 -3.36718 1.38086  0.40
O: -5.48020 -3.72218 2.30065  -0.45
I: -3.70713 -4.88005 0.29768  0.18
H: 0.01102 -3.49055 1.65485  0.30
H: -2.87466 -0.66539 -0.24311  0.24
H: -5.31867 -1.61655 0.08184  0.31
H: -5.41172 -1.30809 1.84192  0.30
C: 0.62639 3.99959 -0.22613  -0.25
O: 1.13207 2.72893 0.13887  -0.54
C: 0.11773 1.83889 0.56592  -0.09
C: 0.50154 0.39883 0.25815  -0.08
O: 0.35606 0.04270 -1.11367  -0.56
C: 1.29443 0.61419 -2.02996  -0.09
C: 2.70020 0.05281 -1.89557  -0.10
O: 3.35155 0.61060 -0.76366  -0.55
C: 4.32861 -0.25533 -0.21622  -0.25
H: 0.21742 4.51707 0.64719  0.17
H: 1.44883 4.58578 -0.63411  0.21
H: -0.14146 3.90407 -1.00242  0.16
H: -0.83644 2.07198 0.07458  0.16
H: 0.00106 1.96440 1.64951  0.18
H: -0.19120 -0.25361 0.79852  0.15
H: 1.50219 0.15952 0.62208  0.21
H: 1.28536 1.70256 -1.97284  0.20
H: 0.92433 0.34690 -3.02288  0.19
H: 3.28621 0.32314 -2.78195  0.19
H: 2.65033 -1.03963 -1.81796  0.17
H: 3.88291 -1.22140 0.04599  0.16
H: 4.70849 0.20374 0.69590  0.20
H: 5.15467 -0.39573 -0.91823  0.18

* lowest unoccupied orbital energy: -4.8849 eV
* electronic energy: -1388.177703 a.u.
* max |F|: 2.05 eV/A
* E_HOMO: -11.6438 eV
* total charge: +1
* M: 361.22 g mol⁻¹
* orbital gap: 6.759 eV



Repeat the fourth record exactly.
DFT (wB97M-V/def2-TZVPD) results for a structure of composition C10H18FeO9 at a distorted geometry.

Each line ends with the natural charge from an NBO analysis.
Cartesian coordinates (Å):
Fe: -0.42350 -0.32211 0.45713  1.56
C: 1.87162 2.57853 2.71585  -0.63
C: 1.23447 2.06732 1.42588  -0.03
O: 0.25603 1.15034 1.68746  -1.00
H: 1.13361 3.15523 3.28485  0.18
H: 2.77027 3.18114 2.53820  0.17
H: 2.12759 1.72363 3.34973  0.19
H: 2.00888 1.63342 0.75930  0.13
H: 0.84035 2.93254 0.84594  0.11
C: -3.46043 -0.17257 2.53638  -0.63
C: -3.60673 -0.14704 1.01501  0.00
O: -2.43997 -0.03963 0.33100  -0.98
H: -2.96117 -1.09523 2.83851  0.20
H: -4.47243 -0.27421 2.97188  0.16
H: -2.99348 0.71683 2.95544  0.20
H: -4.33502 0.64954 0.73752  0.11
H: -4.16208 -1.08252 0.74103  0.09
C: 3.26106 -0.95496 -1.54119  -0.53
C: 2.00002 -0.67700 -1.08997  0.41
C: 1.01534 0.07816 -1.99485  0.39
O: -0.02791 0.54290 -1.43030  -0.77
C: 1.35464 0.28584 -3.31864  -0.49
C: 2.62251 -0.09788 -3.84224  0.41
C: 3.65255 -0.72874 -2.89269  0.43
O: 4.76129 -1.01978 -3.33648  -0.64
O: 2.93692 0.06885 -5.01603  -0.65
O: 1.55641 -1.04337 0.04571  -0.79
H: 3.95749 -1.35966 -0.81641  0.19
H: 0.62447 0.75925 -3.96354  0.19
O: -0.86534 -2.19111 -0.76816  -0.96
H: -0.26608 -2.90670 -0.98923  0.48
H: -1.55092 -2.17122 -1.44479  0.51
O: -0.49383 -1.58013 2.27107  -0.94
H: -0.13349 -2.45256 2.43931  0.48
H: -0.34700 -1.05165 3.06189  0.50
O: -2.68738 -0.34572 -2.38030  -1.02
H: -2.53684 -0.21312 -1.42294  0.51
H: -2.22194 0.40337 -2.76132  0.47

* lowest unoccupied orbital energy (spin up / spin down): 4.7892 / 4.7612 eV
* electronic energy: -2332.781365 a.u.
* expectation value of S²: 6.01
* max |F|: 1.13 eV/A
* energy above the lowest of the compared OMol25 structures with the same formula, charge and spin: 0.0 kJ/mol
* multiplicity: 5
* E_HOMO (spin up / spin down): -1.1163 / -0.5976 eV
* total charge: -2
* M: 338.09 g mol⁻¹
* orbital gap (spin up / spin down): 5.906 / 5.359 eV



Question: What is the max |F| in the fifth record?
Answer: 2.83 eV/A



Question: Which value of max |F| does entry 6 give?
Answer: 2.05 eV/A